# 1
Here is a structure of composition C45H48CsN5O2P2S2 in a non-equilibrium geometry from OMol25. Energies are from ωB97M-V/def2-TZVPD.

The geometry in XYZ format:
```
105
Properties=species:S:1:pos:R:3:forces:R:3:lowdin_charge:R:1
Cs -0.5028 -0.1235 -0.3332 0.6161 -0.8163 0.6221 0.95
O -1.6405 1.9774 -1.4264 -0.1580 0.6421 -0.5623 -0.36
C -1.3194 2.9062 -2.2498 -0.0838 -0.1328 0.1751 -0.45
C -2.0528 4.1247 -2.3497 -0.0632 0.0376 -0.0894 -0.05
C -1.7064 5.1300 -3.2310 0.0215 -0.0224 0.0216 -0.14
C -0.5955 5.0087 -4.0680 -0.0611 -0.0875 0.0793 -0.15
C 0.1560 3.8422 -3.9764 0.0166 -0.0298 0.0362 -0.08
C -0.1827 2.8067 -3.1137 0.1714 -0.0508 -0.1161 -0.17
C 0.7443 1.6327 -3.0068 -0.1382 0.1624 -0.1613 -0.17
N 0.6031 0.4408 -3.4181 -0.1441 -0.0176 -0.0259 0.02
C -0.6256 0.0289 -4.0970 0.1110 0.0100 0.0646 -0.21
C -1.2744 -1.1519 -3.3738 0.1762 -0.0499 -0.1506 -0.27
N -0.3226 -2.2494 -3.2758 -0.0274 0.1461 0.0942 0.06
C -0.7185 -3.4366 -3.0909 -0.1216 -0.0962 -0.1394 -0.12
C -2.1042 -3.9660 -2.9622 0.1295 -0.0245 -0.0979 -0.17
C -2.5881 -4.8279 -3.9391 0.0031 -0.0245 0.0596 -0.09
C -3.8521 -5.4024 -3.8606 0.0288 0.0796 0.0737 -0.16
C -4.6252 -5.1134 -2.7322 0.0368 0.0146 0.0257 -0.14
C -4.1580 -4.2864 -1.7309 -0.0314 -0.0505 -0.1066 -0.04
C -2.8706 -3.6614 -1.7916 -0.0827 0.1253 0.1522 -0.42
O -2.4334 -2.9066 -0.8631 -0.0015 -0.0118 -0.1554 -0.18
H -2.9130 4.2278 -1.6960 -0.0012 0.0000 -0.0245 0.10
H -2.3057 6.0356 -3.2626 -0.0016 0.0002 -0.0026 0.08
H -0.3180 5.7985 -4.7542 0.0033 0.0076 -0.0015 0.07
H 1.0445 3.7312 -4.5930 0.0036 -0.0030 -0.0007 0.10
H 1.6989 1.8373 -2.5099 -0.0224 0.0215 0.0191 0.11
H -0.3355 -0.3125 -5.0959 0.0252 0.0488 -0.0249 0.11
H -1.3527 0.8400 -4.2007 -0.0055 0.0507 0.0349 0.11
H -2.1954 -1.4468 -3.8874 -0.0396 -0.0203 -0.0081 0.13
H -1.5620 -0.8227 -2.3779 -0.3703 -0.3096 -0.4419 -0.03
H 0.0818 -4.1880 -3.0550 -0.0238 0.0244 -0.0280 0.11
H -1.9513 -5.0508 -4.7919 0.0042 -0.0001 -0.0091 0.10
H -4.2200 -6.0518 -4.6449 -0.0031 -0.0073 0.0036 0.07
H -5.6137 -5.5528 -2.6327 -0.0109 -0.0083 -0.0084 0.08
H -4.7681 -4.0848 -0.8561 0.0163 0.0132 -0.0233 0.08
C 3.5445 -4.4497 -4.3706 0.0292 -0.0648 0.0106 -0.10
C 2.9249 -3.2153 -4.2777 0.0023 0.0295 0.0903 -0.08
C 2.7731 -2.6053 -3.0365 -0.0703 0.0303 -0.1829 -0.03
C 3.2385 -3.2501 -1.9066 -0.0682 0.2701 0.4362 -0.24
C 3.8564 -4.4940 -1.9849 0.0505 -0.1145 -0.0258 -0.05
C 4.0114 -5.0912 -3.2219 -0.0289 0.0532 -0.0292 -0.10
N 3.0109 -2.5413 -0.6690 0.0312 -0.2554 -0.3079 0.09
N 3.4464 -3.1114 0.3338 -0.1389 0.3101 0.5279 0.07
C 3.1781 -2.3587 1.5529 0.0472 -0.2447 -0.5995 -0.32
C 4.1299 -2.4446 2.5504 0.1818 -0.0098 0.1235 -0.04
C 3.9429 -1.6774 3.6911 0.0648 -0.0644 -0.0194 -0.08
C 2.8140 -0.8860 3.7866 -0.0361 0.0074 0.0271 -0.07
C 1.9017 -0.9099 2.7386 0.0287 -0.0895 -0.1156 -0.18
N 2.0716 -1.6425 1.6378 -0.1533 0.1748 0.1233 0.12
H 3.6557 -4.9279 -5.3368 0.0029 -0.0067 0.0049 0.09
H 2.5329 -2.7238 -5.1581 -0.0044 -0.0035 -0.0138 0.10
H 2.2575 -1.6581 -2.9425 -0.0406 0.0338 -0.0062 0.09
H 4.1969 -4.9753 -1.0780 -0.0072 0.0095 -0.0146 0.09
H 4.4849 -6.0628 -3.2958 0.0001 0.0009 -0.0167 0.09
H 5.0010 -3.0701 2.4060 -0.0217 -0.0053 0.0098 0.10
H 4.6793 -1.6902 4.4859 -0.0060 -0.0002 -0.0026 0.10
H 2.6290 -0.2349 4.6293 -0.0037 0.0052 -0.0196 0.06
H 1.0198 -0.2815 2.7844 -0.0128 -0.0247 0.0070 0.05
S 1.2325 2.3367 4.3445 -0.0059 0.0531 -0.0158 0.15
P 1.5799 3.1338 2.5519 -0.2044 -0.0235 -0.0354 0.01
S 1.5191 1.9974 0.9264 0.5620 0.3376 0.3048 0.12
C 0.4183 4.5333 2.2929 -0.0476 0.0857 0.0155 -0.38
C 0.3950 5.5877 3.2069 -0.0341 -0.0220 -0.0087 -0.11
C -0.4752 6.6515 3.0301 0.0117 -0.0293 -0.0208 -0.11
C -1.3383 6.6692 1.9374 0.0258 -0.0202 0.0153 -0.11
C -1.3232 5.6229 1.0286 0.0561 -0.0208 0.0354 -0.07
C -0.4449 4.5558 1.2034 0.0025 0.0703 -0.0026 -0.09
C 3.1876 4.0308 2.5916 0.0599 -0.0232 -0.0706 -0.38
C 4.0362 3.9579 3.6869 0.0474 0.0479 0.0156 -0.12
C 5.2632 4.6175 3.6744 -0.0697 -0.0169 -0.0174 -0.11
C 5.6428 5.3606 2.5674 -0.0444 -0.0142 -0.0194 -0.12
C 4.7931 5.4411 1.4674 -0.0056 -0.0228 0.0294 -0.10
C 3.5774 4.7758 1.4780 -0.0041 0.0054 0.0125 -0.10
H 1.0570 5.5604 4.0655 -0.0032 -0.0027 -0.0004 0.10
H -0.4849 7.4677 3.7437 0.0053 -0.0070 0.0003 0.09
H -2.0195 7.5012 1.7975 0.0061 -0.0052 0.0026 0.09
H -1.9810 5.6291 0.1688 0.0082 -0.0150 -0.0005 0.09
H -0.4255 3.7414 0.4877 -0.0257 0.0035 0.0054 0.05
H 3.7180 3.3787 4.5460 0.0083 0.0010 -0.0069 0.05
H 5.9211 4.5495 4.5334 -0.0058 -0.0079 0.0008 0.09
H 6.5981 5.8731 2.5553 -0.0088 0.0023 0.0008 0.09
H 5.0849 6.0168 0.5970 -0.0053 -0.0031 0.0010 0.09
H 2.9226 4.8187 0.6147 0.0085 -0.0108 0.0056 0.10
C -1.9700 -4.2428 3.3175 0.0068 -0.0369 -0.0009 -0.16
C -1.5240 -3.4192 2.1122 -0.0432 -0.0658 -0.0605 -0.41
P -2.4740 -1.8846 1.7182 -0.0682 0.1503 0.7119 0.88
C -4.2323 -2.4571 1.8167 -0.0295 -0.0543 -0.1775 -0.42
C -5.1389 -1.6383 0.8963 0.0138 0.0324 0.0055 -0.17
C -2.3267 -1.0242 3.3681 -0.0378 0.0557 -0.0269 -0.43
C -2.8956 0.3957 3.3083 -0.0309 -0.0080 -0.0003 -0.16
H -1.3005 -5.0933 3.4775 -0.0168 0.0017 -0.0143 0.06
H -2.9767 -4.6429 3.1756 0.0058 0.0238 0.0027 0.06
H -1.9736 -3.6548 4.2375 0.0175 0.0038 -0.0176 0.05
H -1.5573 -4.0121 1.1956 -0.0044 0.0027 -0.0054 0.06
H -0.4826 -3.1027 2.2340 -0.0087 0.0243 -0.0052 0.06
H -4.5811 -2.4180 2.8528 -0.0226 -0.0276 0.0199 0.07
H -4.2451 -3.5034 1.5019 -0.0049 0.0043 -0.0276 0.06
H -5.1609 -0.5870 1.1925 0.0050 -0.0112 0.0027 0.05
H -6.1680 -2.0094 0.9059 0.0051 -0.0154 0.0140 0.06
H -4.7640 -1.6817 -0.1274 0.0198 -0.0248 0.0203 0.06
H -1.2596 -0.9767 3.6118 0.0007 0.0099 -0.0042 0.06
H -2.8104 -1.5881 4.1722 -0.0077 -0.0163 0.0105 0.06
H -2.3804 1.0013 2.5596 0.0084 -0.0356 -0.0010 0.06
H -2.7974 0.9142 4.2644 0.0223 -0.0214 0.0033 0.06
H -3.9566 0.3855 3.0417 0.0137 -0.0161 0.0135 0.05
```
Forces are in eV/Å.

Properties
- ΔE to the lowest compared entry with this formula, charge and spin (kcal per mole) = 35.68
- charge = -2
- lowest unoccupied orbital energy (eV) = 3.8
- frontier orbital gap (Ha) = 0.2226

# 2
Here is a structure of composition C45H48CsN5O2P2S2 in a non-equilibrium geometry from OMol25. Energies are from ωB97M-V/def2-TZVPD.

The geometry in XYZ format:
```
105
Properties=species:S:1:pos:R:3:forces:R:3:lowdin_charge:R:1
Cs -0.5774 0.5198 -0.5532 -0.1906 -0.5532 2.0730 1.09
O 1.2135 -1.4628 -1.4933 -0.0750 -0.2746 -0.1996 -0.29
C 1.1306 -2.6158 -2.0527 0.0327 0.0113 0.0464 -0.43
C 2.2341 -3.2301 -2.7186 0.0516 -0.0097 0.0059 -0.04
C 2.1486 -4.4780 -3.3081 -0.0419 0.0579 0.0493 -0.14
C 0.9626 -5.2099 -3.2793 -0.0068 -0.0063 0.0103 -0.16
C -0.1369 -4.6420 -2.6419 0.0096 0.0950 -0.0340 -0.10
C -0.0784 -3.3868 -2.0532 -0.0758 0.0068 -0.1055 -0.17
C -1.2987 -2.8404 -1.3845 0.0452 -0.1278 -0.1292 -0.15
N -2.1533 -2.0289 -1.8532 0.0308 -0.0873 0.1483 0.02
C -2.0308 -1.4856 -3.1938 -0.0335 0.0424 -0.0093 -0.22
C -2.1075 0.0472 -3.1606 -0.1055 -0.2858 -0.1873 -0.32
N -3.2077 0.4862 -2.3271 -0.1844 0.1596 -0.1055 0.02
C -3.6060 1.6936 -2.3335 -0.0249 -0.1161 -0.0421 -0.15
C -3.0829 2.8641 -3.0652 0.0721 -0.0009 -0.0164 -0.15
C -3.9939 3.7004 -3.7103 0.0193 -0.0592 -0.0202 -0.08
C -3.5905 4.7590 -4.5069 0.0486 0.0527 0.0155 -0.14
C -2.2172 4.9990 -4.6378 -0.0284 -0.1060 0.0577 -0.14
C -1.2952 4.2370 -3.9530 0.0101 0.0101 -0.1280 -0.05
C -1.6806 3.1635 -3.0896 0.0289 -0.0093 -0.0682 -0.44
O -0.8332 2.5453 -2.3602 -0.0950 0.4394 -0.3375 -0.33
H 3.1680 -2.6773 -2.7427 -0.0235 -0.0057 -0.0093 0.09
H 3.0228 -4.8942 -3.8007 0.0121 0.0112 0.0107 0.08
H 0.8960 -6.1904 -3.7359 -0.0020 0.0162 0.0016 0.07
H -1.0766 -5.1868 -2.6028 0.0118 -0.0017 0.0112 0.11
H -1.5064 -3.2041 -0.3713 0.0509 0.0946 0.0060 0.10
H -2.8813 -1.8672 -3.7680 -0.0062 -0.0171 0.0196 0.11
H -1.1081 -1.7817 -3.7067 0.0137 -0.0266 -0.0122 0.11
H -2.2106 0.4383 -4.1800 0.0531 0.0314 -0.0207 0.13
H -1.1583 0.4268 -2.7847 -0.2943 0.1272 -0.8664 -0.04
H -4.5158 1.8680 -1.7458 0.0549 0.0994 -0.0127 0.11
H -5.0538 3.4821 -3.6051 0.0087 -0.0060 0.0025 0.10
H -4.3152 5.3739 -5.0254 -0.0036 -0.0023 0.0076 0.08
H -1.8722 5.8015 -5.2817 0.0130 0.0329 0.0125 0.09
H -0.2336 4.4464 -4.0387 -0.0134 -0.0081 0.0277 0.10
C -1.3285 7.0506 -0.3608 0.0297 -0.0541 0.0584 -0.08
C -1.5340 5.7716 -0.8577 -0.0501 0.1082 -0.0512 -0.04
C -1.3126 4.6748 -0.0382 -0.0181 -0.1888 0.2429 -0.01
C -0.8877 4.8541 1.2757 -0.1891 0.3044 -0.2361 -0.26
C -0.6819 6.1397 1.7738 0.0482 -0.0906 0.1513 -0.04
C -0.9006 7.2315 0.9535 -0.0015 0.0156 -0.0433 -0.10
N -0.7219 3.6554 2.0231 -0.0794 -0.1853 -0.2897 0.08
N -0.3165 3.7872 3.1786 0.0457 0.1730 0.2763 0.08
C -0.1688 2.5361 3.8646 0.0697 -0.2877 0.0507 -0.33
C -0.1983 2.5528 5.2492 -0.0794 0.1769 0.0749 -0.03
C -0.0749 1.3464 5.9252 0.0069 0.0073 -0.0586 -0.07
C 0.0763 0.1789 5.1971 -0.0357 0.0321 0.0603 -0.05
C 0.1092 0.2745 3.8103 0.0602 0.0619 -0.0167 -0.13
N 0.0075 1.4285 3.1615 -0.0073 -0.1580 -0.3026 0.13
H -1.5048 7.9112 -0.9951 0.0100 -0.0053 0.0019 0.10
H -1.8655 5.6203 -1.8786 0.0190 0.0014 0.0715 0.09
H -1.4535 3.6658 -0.4096 0.0119 0.0860 -0.0651 0.09
H -0.3645 6.2575 2.8017 0.0224 0.0313 -0.0254 0.10
H -0.7413 8.2326 1.3364 -0.0058 -0.0042 0.0092 0.09
H -0.3480 3.4925 5.7658 0.0602 -0.0228 0.0034 0.10
H -0.1052 1.3223 7.0070 -0.0146 -0.0050 0.0100 0.10
H 0.1545 -0.7879 5.6771 -0.0263 0.0008 -0.0513 0.11
H 0.2081 -0.6155 3.1996 -0.0189 0.0207 0.0310 0.07
S -3.1253 -4.9809 5.1418 -0.0123 -0.0557 0.0264 0.08
P -1.8454 -4.3449 3.7655 0.1242 -0.0154 -0.0152 -0.07
S -2.0701 -2.5539 2.9514 0.0350 0.0849 -0.0200 0.15
C -0.1323 -4.4748 4.4557 -0.0924 0.0530 0.1372 -0.37
C 0.1707 -5.4708 5.3824 0.0977 0.0117 -0.0441 -0.11
C 1.4455 -5.5633 5.9253 -0.0523 0.0072 -0.0457 -0.11
C 2.4338 -4.6624 5.5452 -0.0086 -0.0116 -0.0106 -0.12
C 2.1381 -3.6658 4.6262 -0.0361 0.0016 -0.0079 -0.10
C 0.8579 -3.5700 4.0902 0.0904 -0.0695 0.0233 -0.13
C -1.7341 -5.5706 2.3959 -0.1166 0.0527 -0.0128 -0.38
C -0.6950 -5.4830 1.4705 -0.0222 -0.0265 0.0027 -0.10
C -0.6447 -6.3423 0.3833 0.0471 0.0007 0.0246 -0.09
C -1.6399 -7.2971 0.2090 -0.0362 -0.0059 0.0360 -0.11
C -2.6793 -7.3876 1.1251 0.0321 0.0436 -0.0042 -0.10
C -2.7269 -6.5256 2.2157 0.0814 -0.0714 -0.0187 -0.12
H -0.6128 -6.1573 5.6798 -0.0005 0.0212 0.0288 0.07
H 1.6670 -6.3349 6.6541 0.0026 -0.0129 -0.0202 0.09
H 3.4316 -4.7400 5.9616 -0.0101 0.0140 0.0171 0.09
H 2.9035 -2.9596 4.3249 -0.0157 -0.0045 -0.0059 0.10
H 0.6095 -2.7908 3.3797 -0.0101 -0.0177 -0.0111 0.05
H 0.0719 -4.7261 1.5927 -0.0255 0.0072 -0.0368 0.10
H 0.1579 -6.2511 -0.3387 -0.0118 0.0089 0.0121 0.09
H -1.6069 -7.9628 -0.6460 0.0019 0.0082 0.0008 0.09
H -3.4608 -8.1268 0.9880 0.0047 0.0086 0.0027 0.09
H -3.5283 -6.5844 2.9423 0.0045 0.0080 -0.0015 0.05
C 3.4152 4.3317 0.2628 -0.0834 -0.0186 0.0291 -0.15
C 2.2356 3.3632 0.1965 0.0194 0.0593 -0.0812 -0.43
P 2.2237 2.0708 -1.1329 0.8535 0.4318 -0.1027 0.89
C 2.4569 3.1353 -2.6336 -0.1405 -0.1848 -0.1032 -0.41
C 2.0536 2.3947 -3.9142 0.0209 0.0182 0.0840 -0.16
C 3.9370 1.3910 -0.9184 -0.1079 -0.1556 -0.0838 -0.42
C 4.1795 0.1585 -1.7963 -0.0336 0.0435 0.0457 -0.16
H 3.2402 5.0913 1.0303 0.0340 -0.0006 -0.0177 0.06
H 3.5562 4.8486 -0.6890 0.0209 -0.0078 0.0215 0.06
H 4.3442 3.8160 0.5117 0.0021 0.0142 -0.0269 0.06
H 1.3085 3.9250 0.0527 0.0136 -0.0262 0.0192 0.05
H 2.1254 2.8314 1.1470 -0.0306 0.0101 -0.0002 0.06
H 3.4908 3.4880 -2.6960 0.0004 0.0658 0.0307 0.07
H 1.7992 3.9996 -2.4995 0.0367 0.0196 -0.0073 0.07
H 2.6153 1.4663 -4.0347 0.0024 0.0270 -0.0165 0.05
H 2.2233 3.0128 -4.8005 0.0012 -0.0023 0.0052 0.06
H 0.9944 2.1408 -3.8619 0.0174 -0.0045 -0.0145 0.05
H 4.0122 1.1032 0.1356 0.0284 0.0243 0.0038 0.08
H 4.6875 2.1631 -1.1113 0.0296 0.0219 0.0671 0.06
H 3.3504 -0.5468 -1.6935 0.0162 0.0106 -0.0117 0.03
H 5.1101 -0.3450 -1.5201 0.0045 0.0163 -0.0158 0.06
H 4.2539 0.4354 -2.8507 0.0038 -0.0046 0.0149 0.06
```
Forces are in eV/Å.

Properties
- ΔE to the lowest compared entry with this formula, charge and spin (kcal per mole) = 35.48
- charge = -2
- lowest unoccupied orbital energy (eV) = 3.2
- frontier orbital gap (Ha) = 0.2004

Number 1: HOMO -2.2827 eV. Number 2: HOMO -2.2459 eV.